97
Properties=species:S:1:pos:R:3 method="wB97M-V/def2-TZVPD" gap_ev=5.5 total_charge=+1
F -9.6367 4.5484 1.1081
F -4.5527 1.5916 -0.2271
O -3.9149 1.9633 0.8887
O -4.4926 1.6880 3.3083
O -11.6009 -0.3365 1.3068
N -9.4525 0.6389 0.6235
N 5.9729 -1.2859 -3.2138
C 8.4416 4.4209 1.6669
C -4.8886 -1.8547 1.0685
C 2.4015 -1.8318 1.2814
C 6.6563 -1.6295 -4.2163
C -4.8553 1.6394 2.0086
C -7.3839 2.4915 1.0842
C -12.6822 0.5848 1.6970
C 7.4802 -2.0436 -5.4247
C 7.2936 -3.5389 -5.6896
C 0.1205 -3.2264 0.6232
C -10.8728 4.7307 -1.8774
C 7.6427 0.1967 -1.0925
C 7.6720 -0.8768 0.1751
C -10.8653 0.2517 0.1766
C 8.6611 2.8584 1.1593
C -6.4099 1.2542 1.5588
C 3.9512 -2.3535 1.1649
C 5.0183 -1.1162 0.9156
C -0.9770 -2.1475 1.2731
C 9.4302 4.8220 2.9168
C -6.1571 -1.5669 2.0676
C -8.5697 -0.5461 1.0657
C 7.7437 -4.4091 -4.5204
C 8.5424 2.6946 -0.4914
C -2.4604 -2.8928 1.0688
C -8.9388 2.0799 0.6393
C -3.6233 -2.3070 2.0645
C 1.5000 -2.5154 0.0947
C -9.6171 3.7850 -1.3558
C -7.0328 -0.2689 1.5666
C 6.3298 -1.8180 0.1513
C -9.9046 3.3691 0.2056
C 8.9708 1.1521 -0.9689
H -13.2902 1.0183 0.7861
H -6.8329 -2.5447 2.1128
H 7.6927 -0.4691 -2.0733
H 8.5349 -1.8146 -5.2377
H -9.5357 2.7667 -1.9663
H 9.3627 3.4150 -0.9713
H 9.7461 0.7568 -0.1860
H 2.3069 -0.6513 1.1832
H -3.9593 -3.2180 2.7569
H -5.1761 -2.7695 0.3617
H -2.7820 -2.7669 -0.0741
H -8.9678 -1.6585 1.0688
H -0.9964 -1.1188 0.7009
H 6.6214 0.7674 -1.0423
H 7.8651 -3.8185 -6.5814
H 5.9567 -2.0467 -0.9427
H 5.3717 -0.6047 1.9118
H -7.0631 3.6208 1.0366
H 7.4732 3.0009 -0.8610
H -2.3033 -4.0337 1.3140
H -0.7809 -1.9331 2.4153
H 7.8304 2.1931 1.6860
H -12.1580 1.4623 2.3130
H -10.5241 5.1741 -2.9274
H 6.4964 -2.8434 0.7128
H 4.2862 -2.8728 2.1844
H -11.0434 3.0848 0.4196
H 7.3035 4.6488 1.9264
H 9.4645 3.9559 3.7234
H -3.2586 -1.4416 2.7626
H 9.1489 5.8671 3.3854
H 1.2535 -1.7175 -0.7393
H -10.7077 -0.6305 -0.6102
H 9.7304 2.5086 1.5463
H 7.6190 -5.4686 -4.7653
H 1.9699 -2.1791 2.3242
H -11.8538 4.0940 -2.0916
H 7.1535 -4.2128 -3.6197
H 9.5103 1.1806 -2.0180
H 8.8001 -4.2351 -4.2857
H -8.6211 4.4093 -1.3740
H -11.0904 5.6525 -1.1717
H -4.6455 -0.8712 0.4829
H 2.1269 -3.3737 -0.4487
H 8.6008 -1.5743 -0.0216
H -13.4238 -0.0216 2.3733
H 0.2673 -4.0709 1.4198
H 7.8575 -0.3589 1.2140
H -11.4302 1.1007 -0.3977
H 10.5378 4.9427 2.5082
H 7.1564 -1.4646 -6.2960
H 6.2386 -3.7500 -5.9032
H -0.4328 -3.6641 -0.3399
H 8.7032 5.1299 0.7530
H 4.5839 -0.2615 0.2214
H -5.7857 -1.3460 3.1675
H 4.1525 -3.1400 0.3220



18
Properties=species:S:1:pos:R:3 method="wB97M-V/def2-TZVPD" gap_ev=8.0 relative_energy_ev=0.447 total_charge=-1
O 0.0729 -1.1494 -0.1084
O 0.8757 -0.7529 1.9615
C 2.6257 -0.2989 -1.0326
C 0.8237 -0.5940 0.7279
C -2.9391 1.6429 -0.5748
C -2.7467 0.1499 -0.7113
C 1.9434 0.3713 0.1548
H 1.5523 1.3065 -0.2648
H -3.9681 1.9719 -0.4125
H 1.8786 -0.9111 -1.5377
H 3.1075 0.4228 -1.6983
H -2.2772 2.0165 0.2110
H -2.9104 -0.2754 -1.7100
H -3.3080 -0.5006 -0.0327
H 2.6028 0.4413 1.0149
H -2.6929 2.1735 -1.5005
H 3.4548 -0.9590 -0.7253
H -1.7273 -0.1614 -0.4297



13
Properties=species:S:1:pos:R:3 method="wB97M-V/def2-TZVPD" gap_ev=10.4 relative_energy_ev=1.278 smiles="C[C@@H](O)C(N)=O"
O 0.5514 1.7602 -0.4023
O 0.0500 -1.6720 0.5084
N 1.9131 -0.0760 -0.5662
C -1.6136 0.4019 -0.3243
C -0.3298 -0.2822 0.4220
C 0.7836 0.5982 -0.1534
H 0.2014 -2.0151 -0.3789
H 2.2403 -0.8172 0.0391
H -1.6317 0.5808 -1.4232
H 2.6738 0.4321 -0.9975
H -1.7566 1.4191 0.1040
H -0.5774 -0.1149 1.4723
H -2.4834 -0.1888 -0.0750



16
Properties=species:S:1:pos:R:3 method="wB97M-V/def2-TZVPD" gap_ev="7.3 / 7.3" relative_energy_ev=3.832
P -0.1746 -0.1720 -0.2377
N -0.0820 1.5051 1.4630
C -1.1387 -1.3947 0.6647
C -0.1931 2.6538 1.0355
C -0.6683 -0.1565 -1.8863
C 1.5670 -0.5311 0.1788
H -0.7296 3.4428 1.7372
H -0.8597 -1.6049 1.6383
H 1.7795 -1.4972 -0.0175
H -0.1055 0.6467 -2.4260
H -1.0137 -2.3990 0.3251
H 1.6102 -0.3541 1.2467
H 2.2311 0.0499 -0.3365
H 0.2450 3.0410 0.0614
H -1.6636 -0.4461 -1.9554
H -2.2863 -1.1717 0.4066



71
Properties=species:S:1:pos:R:3 method="wB97M-V/def2-TZVPD" gap_ev=3.4 total_charge=-1
S -4.9972 0.2958 1.5235
F 3.5963 -0.4669 -1.9528
F 4.2422 1.6015 -3.6471
F -4.2367 3.6129 6.0489
F 7.8691 1.1261 -2.3375
F -5.5556 1.9808 5.4745
F 1.8122 -5.1685 0.0107
F -4.0620 6.3014 5.6856
F -5.6462 5.8006 3.3191
F 8.8537 -2.2836 -2.6267
F -4.1576 7.9631 4.2820
F 9.6520 0.3406 -3.3096
F -6.8194 3.8958 6.9916
F 3.6033 -5.6064 -2.0305
F -0.8935 -1.3691 -3.0246
F -3.8664 6.1496 2.1334
F 0.1468 -2.6616 -5.3131
F -0.1500 -3.9956 -3.6315
F 0.3835 -4.2744 -1.3579
F 3.0999 -3.5046 -1.7815
F 7.4402 -1.2610 -3.9120
F 6.1730 0.7124 -4.0891
F -6.3724 5.4339 5.5258
F 0.8953 -1.9191 -1.9119
F 5.3944 0.5961 -1.3448
O -6.5781 -0.3846 1.2800
O -4.7083 0.3669 3.0601
O 1.9458 -3.3360 -4.1976
O -3.8648 4.4091 3.5141
O 6.9694 -1.5446 -1.7107
O -4.9935 1.6895 0.8472
C 0.4171 -1.7012 -3.1641
C 1.4275 -5.1327 -1.2938
C 0.5834 -2.9382 -4.0548
C -3.7050 6.6905 4.4345
C -1.2376 -0.1513 1.4065
C 4.9183 0.4212 -3.6746
C 2.2630 -4.6318 -3.6826
C -0.7350 -1.6522 1.9411
C 4.9019 -0.2367 -2.3003
C 7.9807 -1.2413 -2.6699
C -2.3798 -0.2318 0.2276
C 2.5874 -4.6990 -2.1816
C 8.7185 0.0667 -2.3603
C -6.5408 4.0997 5.6755
C -5.3042 3.3113 5.2623
C 5.6340 -1.5858 -2.2203
C -3.7939 -0.9280 0.6839
C -4.2929 5.7616 3.3655
C -4.9030 3.4642 3.7864
H 1.5300 -5.3874 -3.9888
H -5.7683 3.6016 3.1273
H 1.0740 -6.1326 -1.5614
H -1.6518 -2.3416 2.1759
H 5.0856 -2.1931 -1.4899
H -6.4500 -1.0513 0.5267
H 3.1817 -4.9142 -4.2111
H 5.5668 -2.1569 -3.1538
H -0.2683 0.3156 0.8892
H -2.6129 6.7042 4.3855
H -4.3473 -1.2407 -0.3267
H -4.4777 2.5008 3.4796
H -7.4191 3.7923 5.1006
H 4.4416 -0.2150 -4.4259
H -0.1282 -2.1750 1.0587
H -3.6793 -1.9062 1.3242
H -2.5347 0.8189 -0.3178
H 0.9485 -0.8418 -3.5819
H -1.9240 -0.9385 -0.6198
H -1.4995 0.5599 2.2997
H 9.2182 0.0156 -1.3892



8
Properties=species:S:1:pos:R:3 method="wB97M-V/def2-TZVPD" gap_ev=9.5 relative_energy_ev=1.650 smiles="COC=S"
S -2.0583 1.3119 1.2657
O 0.0953 0.0634 0.6952
C 0.9125 -0.4709 -0.3379
C -1.1144 0.4351 0.3659
H 1.0064 -1.4839 -0.1076
H -1.2742 0.1118 -0.7110
H 0.6703 0.0342 -1.2441
H 1.7625 -0.0016 0.0738



62
Properties=species:S:1:pos:R:3 method="wB97M-V/def2-TZVPD" gap_ev="7.7 / 5.6" spin_multiplicity=5 relative_energy_ev=0.513 total_charge=+1
I -3.9608 -1.9422 2.4309
Rh -2.4462 -0.2285 0.9632
F -3.5153 -0.3899 -5.6693
O 1.9712 -0.9535 0.4682
O -1.6756 -0.2778 -1.0859
O 2.5499 1.3800 2.3180
O -2.3765 1.4150 2.0896
O 0.1912 0.4144 0.8545
N -0.9739 3.2094 4.9006
N 1.5365 -0.3613 -3.6121
N -0.9949 -0.9152 2.2674
C -1.0775 -1.7832 3.2909
C -1.8471 2.7497 3.9606
C -0.1827 1.1726 3.0613
C 1.7536 -0.2132 -2.2905
C 0.0874 -0.6954 -5.5527
C 2.7434 -0.1063 -4.4943
C 2.6014 -0.9658 -5.6957
C 2.2531 1.5617 3.6676
C 1.0852 -0.2711 0.0726
C 0.7154 -0.1294 -1.3817
C -1.4363 -3.5342 5.4626
C 0.2379 -0.5650 -4.1161
C -2.5236 -3.2340 4.6483
C -3.2507 3.2220 3.9450
C 0.7662 1.8031 3.8847
C -2.1667 -0.6409 -3.8076
C -0.1926 -2.9178 5.2654
C 1.3124 -0.7487 -6.4709
C -1.4528 1.7269 3.0547
C -1.1867 -0.7009 -6.0407
C 0.1198 -0.0032 2.1963
C -0.0505 -2.0222 4.2406
C -0.8335 -0.5237 -3.2477
C -2.3031 -0.6327 -5.1786
C 0.3072 2.7833 4.7573
C -2.3513 -2.3951 3.5722
C -0.6138 -0.2955 -1.8205
C 2.7776 1.4055 -4.8258
H 2.4911 0.5509 4.1007
H -3.0178 -0.6653 -3.1696
H 1.1147 -0.4048 2.5190
H 3.6437 1.6830 -5.4677
H 2.6664 -2.0127 -5.4361
H 0.9958 3.2389 5.4733
H 0.6499 -3.0937 5.9087
H 2.9135 2.2704 4.1141
H 3.5805 -0.3275 -3.8514
H 1.1897 -1.5033 -7.2288
H 2.2332 2.1420 1.7967
H 0.9069 -1.5513 4.1580
H 1.3960 0.1754 -7.0340
H -3.5855 3.4406 2.9674
H -3.4362 -3.7389 4.8141
H 3.4060 -0.8383 -6.4233
H -3.9144 2.3973 4.3555
H -3.3722 4.0568 4.5936
H -1.4053 -0.5793 -7.1191
H 2.8478 -0.0881 -2.0392
H 1.8653 1.6540 -5.4162
H 2.8064 2.0041 -3.9518
H -1.5732 -4.2071 6.2539



78
Properties=species:S:1:pos:R:3 method="wB97M-V/def2-TZVPD" gap_ev="5.3 / 7.6" spin_multiplicity=2 total_charge=-2
As 0.4734 2.1778 1.6740
S 0.0990 -0.4498 2.7098
Si -0.7070 0.3821 -2.7494
Mg 1.1864 -0.1710 0.3429
F -1.0424 3.0286 0.9926
F 2.1507 1.3999 1.0048
F 1.3010 3.6956 1.1505
F -0.2665 3.2336 3.1237
F 0.2242 1.4407 -0.0990
F 1.6085 1.9649 3.1561
O -1.5444 -2.8619 -0.3834
O 1.4582 -0.6368 2.2590
O -0.5626 0.8305 2.2205
O 2.2033 -0.3393 -1.1574
O -0.4494 -1.0245 0.2154
O 3.7996 -0.5364 -2.6787
N -0.7987 -1.6780 2.8022
N 1.7680 -2.5125 0.4841
C 3.1761 -2.6553 0.2012
C -3.2795 -0.9092 -2.8641
C -0.8508 4.5585 -2.8970
C 1.0926 2.5875 -2.8249
C 0.2952 -1.8565 -4.2677
C 1.2780 -1.0488 6.5188
C 1.4579 3.9200 -2.8054
C -0.3840 0.7299 5.1981
C 0.3716 -0.5063 -6.6773
C -1.2351 -1.9849 0.4167
C -0.2522 2.2124 -2.8759
C 0.7265 -0.0063 8.7412
C -1.8223 -1.9909 1.8500
C -3.0209 0.7261 -1.1267
C 1.1445 -1.1164 5.1430
C 0.5803 -0.0960 7.2475
C -0.1604 -0.5359 -4.3096
C -4.5746 -1.1429 -2.4517
C 0.7959 -2.4800 -5.3920
C 0.8360 -1.8122 -6.6087
C -2.4710 0.0394 -2.2205
C 3.1288 -0.9604 -1.7444
C -4.3166 0.4906 -0.7185
C -0.1079 0.1216 -5.5454
C -0.2404 0.8009 6.5719
C 0.3173 -0.2235 4.4829
C -1.2152 3.2243 -2.9126
C 3.4201 -2.4150 -1.2783
C 0.4873 4.9112 -2.8370
C -5.1079 -0.4407 -1.3799
H -2.6247 -1.2341 1.8764
H -2.2339 -2.9739 2.0970
H 1.1748 -3.4922 -5.3288
H -5.1826 -1.8799 -2.9638
H -6.1254 -0.6251 -1.0560
H 3.7139 -1.9025 0.7876
H -1.0110 1.4295 4.6679
H -4.7164 1.0275 0.1322
H -1.6144 5.3297 -2.9077
H 1.1793 0.9481 9.0083
H -0.7689 1.5607 7.1323
H -0.2453 -0.0714 9.2331
H 1.9233 -1.7435 7.0418
H -0.4639 1.1400 -5.6083
H 1.5589 -2.6895 1.4583
H 1.8501 1.8208 -2.7518
H 1.6860 -1.8537 4.5681
H -2.8769 -1.4598 -3.7032
H 4.4480 -2.6563 -1.5512
H 3.5657 -3.6609 0.4807
H 0.7715 5.9546 -2.7767
H 2.5027 4.1893 -2.7253
H -2.2636 2.9579 -2.9358
H 0.3853 0.0186 -7.6262
H 1.3616 -0.8042 9.1223
H 1.2293 -2.2996 -7.4933
H 0.2677 -2.3841 -3.3269
H 2.7573 -3.0532 -1.8671
H 1.1951 -3.1205 -0.0925
H -2.4141 1.4431 -0.5925